{
  "formula": "C4H4MgO5",
  "method": "ωB97M-V with the def2-TZVPD basis set",
  "symbols": ["O", "H", "C", "H", "O", "Mg", "C", "C", "O", "H", "O", "C", "H", "O"],
  "coordinates": [[-0.4490, 1.2099, -0.0852], [-2.1135, -1.3415, -0.3318], [-1.6657, -0.7068, 0.4391], [-2.2014, 1.3551, 1.0016], [3.4069, -0.4503, -0.8693], [3.8498, -0.1883, 1.3091], [2.3663, -0.1057, -1.3287], [0.3712, 0.1903, 0.0416], [1.3050, -0.2705, -1.9049], [-2.3861, 1.0021, -0.7492], [1.5963, 0.4218, 0.4666], [-1.8063, 0.7868, 0.1540], [-2.0359, -0.9935, 1.4284], [-0.2377, -0.9096, 0.4287]],
  "forces_ev_per_a": [[0.69, -0.27, -1.01], [0.11, 0.13, 0.21], [-0.47, -0.32, -0.15], [0.24, -0.04, -0.23], [0.03, 1.32, -1.14], [-0.74, 0.12, -0.44], [-3.04, -3.67, -1.29], [1.51, 1.79, 6.24], [4.29, 1.61, 0.88], [0.07, -0.04, 0.28], [-2.91, -0.54, -1.64], [-0.56, 0.10, -0.45], [0.18, 0.00, -0.26], [0.59, -0.20, -1.00]],
  "total_charge": 1,
  "lumo_energy_ev": [-3.742, -4.947],
  "gap_ev": [7.81, 10.44],
  "homo_energy_ev": [-11.55, -15.38],
  "spin_multiplicity": 2,
  "s_squared": 0.75,
  "de_lowest_kcal_mol": 32.7
}

=====

{
  "formula": "C5H16NO2",
  "method": "ωB97M-V with the def2-TZVPD basis set",
  "symbols": ["H", "H", "H", "H", "C", "H", "H", "O", "H", "C", "O", "H", "N", "H", "H", "H", "H", "H", "C", "C", "C", "H", "H", "H"],
  "coordinates": [[-0.1771, -0.3140, 1.4710], [2.2598, -0.1237, -1.2370], [0.9471, 1.8021, -2.4683], [-1.9738, 1.4135, 0.6175], [-1.0814, -0.5057, -1.4218], [1.2988, -1.4902, -0.5419], [-0.8844, -3.6431, 0.8302], [-0.1706, -3.0116, 0.5487], [-1.0953, -1.5611, -1.1602], [1.4679, -0.4087, -0.5305], [-2.5756, 1.6787, -0.1525], [-0.7544, 1.9296, -1.8106], [0.8112, -0.6692, 1.7947], [0.7836, -0.2021, 2.7944], [0.5310, 2.2606, -0.7364], [0.2228, -2.5597, 1.4314], [-3.4959, 1.8817, 0.1391], [1.8712, 1.0670, 1.0720], [0.0823, 0.1821, -1.1807], [1.7970, -0.0360, 0.9021], [0.2723, 1.5973, -1.5708], [-1.9261, 0.0888, -1.7901], [-0.9581, 1.1012, 1.7632], [2.7478, -0.4775, 1.2365]],
  "forces_ev_per_a": [[0.86, -1.08, 0.21], [-0.15, -0.07, 0.37], [-0.70, -0.55, 1.27], [-1.55, 0.41, -1.19], [0.34, 0.33, 0.81], [0.51, -0.01, -0.12], [1.15, 0.84, -0.18], [0.18, 0.70, 2.97], [-0.41, 0.10, -0.12], [-2.43, -0.79, -1.61], [0.28, -0.19, 1.07], [0.60, 0.36, -0.42], [-2.59, 3.72, 2.10], [0.78, -1.41, -2.07], [0.54, -0.33, -0.19], [-1.48, -1.70, -2.90], [1.08, -0.23, 0.14], [0.02, -0.78, -0.03], [3.59, 0.43, 1.73], [-0.02, 0.65, 0.62], [-1.61, 1.17, -1.10], [0.29, -0.74, -0.16], [0.70, -0.96, -0.62], [0.02, 0.14, -0.58]],
  "total_charge": 1,
  "lumo_energy_ev": -9.286,
  "gap_ev": 4.40,
  "homo_energy_ev": -13.68,
  "de_lowest_kcal_mol": 205.5
}

=====

{
  "formula": "C34H46F5N2O17S",
  "method": "ωB97M-V with the def2-TZVPD basis set",
  "symbols": ["O", "C", "C", "C", "C", "C", "O", "C", "H", "H", "C", "H", "C", "F", "H", "C", "H", "O", "H", "C", "H", "O", "C", "C", "C", "H", "O", "H", "O", "C", "H", "C", "H", "H", "O", "C", "H", "O", "C", "O", "C", "C", "C", "O", "H", "H", "C", "H", "H", "H", "H", "H", "C", "H", "H", "H", "S", "F", "H", "O", "C", "H", "C", "H", "H", "C", "H", "H", "H", "O", "C", "H", "H", "C", "O", "C", "H", "H", "H", "C", "F", "H", "C", "O", "O", "C", "H", "H", "C", "H", "H", "H", "C", "H", "H", "H", "C", "H", "F", "N", "H", "O", "N", "O", "F"],
  "coordinates": [[-0.0737, -3.8964, 3.3238], [-0.3879, -1.2026, 2.9091], [4.6059, -5.2652, 5.0029], [5.3927, -11.1478, 1.6786], [-1.8827, 1.4290, 3.6075], [-2.5856, 0.4263, 2.6403], [4.0850, -11.3186, -0.1764], [7.4273, -7.2876, 5.6291], [5.4911, -12.7848, 0.2609], [-0.7916, 1.7361, -7.8715], [-3.4098, 3.4483, -2.9665], [5.4436, -7.5729, 3.2173], [-4.6158, 1.4138, -1.7152], [2.7026, -2.2693, 4.0391], [0.7794, 4.1320, -8.9705], [-4.2331, 1.7290, -0.1633], [-1.2839, 7.5030, -3.9090], [-1.4769, 6.2986, -6.8737], [0.7483, 1.6449, -8.7528], [3.7447, -10.1919, 0.5128], [-2.3819, 2.4247, 3.9187], [0.1468, -3.1975, 1.0137], [-0.4851, 1.0432, 4.1728], [6.7799, -10.8264, 2.1914], [0.1563, 3.6515, -8.2079], [0.0463, 1.7511, 4.8970], [-1.0321, 4.4215, -8.0649], [-1.7302, 3.0515, -4.4226], [-5.3708, 4.2749, 0.1349], [-4.0320, 0.8049, 2.0322], [-3.7196, 1.3933, -3.8003], [-3.7085, 7.0027, 1.2647], [-4.3858, 3.7454, -3.5256], [-5.7290, 8.2435, 2.6729], [6.7286, -6.1250, 5.7874], [-2.6456, 6.6746, -2.3341], [7.3714, -11.7352, 2.3231], [-5.4180, 5.6621, 1.9305], [-0.7748, 5.3583, -7.1076], [-3.7780, 5.8672, 0.4098], [3.1872, -1.9473, 1.6523], [-1.4110, 5.7232, -1.9363], [-3.0243, -2.8226, 2.4022], [8.3762, -7.6036, 6.2870], [-3.6648, 6.1262, -2.3754], [-0.7283, 2.2231, -9.5546], [-2.1853, 3.9734, -3.8754], [-4.2033, 7.8415, 0.7652], [4.8656, -7.9315, 4.8629], [-1.7517, 5.0963, -1.0173], [4.8423, -4.2721, 5.3956], [4.8751, -11.8104, 2.3812], [-5.0700, 7.6320, 3.2955], [6.4255, -5.4700, 3.8727], [-3.7795, 5.9180, 3.1299], [-3.4920, 3.9246, -1.9286], [0.4811, -2.7860, 2.4419], [2.7651, -4.1237, 2.6939], [-2.6705, 7.2714, 1.4684], [-4.9150, 1.3706, 2.7219], [-1.8261, -0.9090, 2.3149], [-5.0365, 2.4487, 0.2475], [-4.8987, 5.1821, 0.7652], [-2.5173, 4.6864, -4.7193], [0.3558, 3.0542, -6.1190], [-3.4417, 1.8446, -2.7666], [-2.6972, 8.6684, -3.3942], [-2.4030, 1.4754, -2.4561], [6.7199, -10.3038, 3.1499], [-4.2987, 0.5067, 0.6502], [-2.4009, 7.5817, -3.6636], [-0.4677, 6.2892, -1.5952], [3.9618, -5.1534, 4.1282], [5.3762, -11.6999, 0.2839], [4.6142, -9.9646, 1.5398], [5.6547, -7.4449, 4.2805], [1.8541, 3.6665, -6.8611], [6.1246, -11.2470, -0.3744], [7.3103, -10.1597, 1.5054], [-0.1640, 2.2307, -8.6185], [3.9411, -0.8979, 2.2778], [-4.8316, 0.2826, -1.8515], [2.3223, -2.7530, 2.7543], [6.8973, -8.0436, 4.6228], [-2.4681, -1.8857, 1.4515], [-0.9690, 4.6588, -3.0625], [-3.2129, 2.2526, -0.1553], [-0.3512, 5.2575, -3.8461], [5.8764, -6.0093, 4.6531], [-5.6921, 7.2134, 4.0911], [-2.7583, 7.4364, -1.4622], [-3.0834, 7.1779, -4.4973], [-4.4305, 6.5232, 2.4882], [1.1078, -0.3585, 4.2347], [-0.2394, 3.8906, -2.6176], [-5.5725, 2.0066, -1.9962], [0.7674, 3.7650, -6.8432], [-4.3127, 8.2788, 3.7445], [4.1538, -2.8271, 1.0836], [0.1758, -0.2056, 3.7951], [4.0464, -5.7851, 5.7858], [0.3868, 5.0780, -6.4490], [-3.4375, -3.6005, 3.2418], [2.8072, -9.4923, 0.2504], [2.4175, -1.3588, 0.6175]],
  "forces_ev_per_a": [[2.24, 4.48, -1.22], [-2.74, 3.64, 0.05], [0.01, 0.19, 0.34], [1.20, -0.22, 0.57], [1.80, -3.43, -0.85], [3.09, -0.50, 1.41], [-0.30, 0.64, 0.31], [1.09, -0.39, 0.80], [-0.18, 0.11, -0.09], [0.12, 0.11, 0.03], [-0.77, -0.29, -0.49], [0.13, -0.15, 0.09], [0.53, -0.24, -0.19], [-1.59, -0.87, -2.77], [0.03, 0.03, 0.13], [-1.54, 1.70, -1.60], [-1.78, 0.35, -0.07], [0.56, -0.73, -0.09], [-0.04, 0.11, 0.00], [-0.92, 0.58, -0.37], [0.94, -1.97, -0.62], [2.06, 3.09, 3.98], [-2.53, -1.13, -2.15], [-0.03, 0.39, 0.20], [0.10, -1.11, -0.53], [-0.63, -1.43, -1.22], [0.09, 0.64, 0.58], [-0.81, 1.45, 0.83], [0.31, 1.30, 0.45], [-3.77, 1.59, -0.30], [0.65, 0.55, 1.78], [0.64, 0.44, -0.06], [1.51, -0.56, 1.08], [0.15, -0.07, -0.04], [0.40, -0.58, -0.11], [0.22, 1.16, 0.56], [-0.11, 0.04, 0.00], [0.28, -0.56, -0.81], [-0.71, 0.76, 0.09], [-0.62, -0.68, 0.14], [2.93, 1.10, -1.85], [-0.57, -1.32, 0.38], [-0.94, -2.19, 2.03], [-0.94, 0.30, -0.66], [1.90, 0.67, -0.03], [0.18, 0.01, 0.03], [0.74, -0.51, 0.19], [-0.06, -0.04, 0.17], [-0.03, 0.20, 0.01], [0.53, 1.12, -1.35], [0.02, -0.04, -0.14], [-0.02, -0.02, -0.13], [-0.39, -0.10, 0.11], [0.00, -0.12, -0.02], [0.05, 0.00, -0.09], [0.40, -0.41, -1.51], [-5.14, -7.51, -1.88], [-2.07, 3.93, 0.02], [-0.05, -0.15, -0.19], [4.52, -2.39, -2.10], [1.31, 1.68, 1.26], [1.68, -1.47, -0.60], [-0.52, -0.39, -0.34], [0.29, -1.01, 1.55], [-0.06, -0.06, -0.17], [-0.84, 0.56, -0.40], [0.60, -1.80, -0.76], [-1.47, 0.33, -0.31], [0.04, -0.18, -0.02], [2.28, 0.27, 3.00], [-0.41, -0.61, 1.01], [-1.55, -0.54, -0.65], [0.24, -0.16, 0.18], [0.18, -0.65, -0.25], [-0.62, 0.04, -0.56], [-0.35, -0.32, -0.69], [-0.10, 0.18, 0.09], [0.05, 0.04, 0.19], [-0.09, -0.13, -0.05], [-0.39, -0.03, -0.15], [-2.36, -2.67, -1.51], [0.31, 1.89, 0.41], [3.73, -1.36, 1.09], [0.32, 0.32, 0.45], [-0.15, -0.58, 4.60], [0.20, 1.06, -0.79], [-1.14, -1.01, 0.33], [-0.96, -1.14, 1.21], [-0.89, 0.65, -0.02], [0.18, 0.03, -0.01], [0.18, -1.36, -1.30], [1.42, 0.83, 1.03], [-0.21, 0.96, 0.81], [-0.88, -0.07, -0.52], [-1.21, 0.99, -0.51], [1.61, -1.05, 0.58], [0.69, -0.13, 0.25], [-0.02, -0.10, -0.05], [-2.99, 2.52, 1.44], [-2.76, 1.16, -0.77], [0.09, -0.07, -0.12], [-0.50, 0.21, -0.21], [2.26, 4.45, -4.78], [0.85, -0.58, 0.26], [1.79, -1.64, 2.95]],
  "total_charge": 1,
  "lumo_energy_ev": -6.567,
  "gap_ev": 5.55,
  "homo_energy_ev": -12.12
}